# 1
# C5H9NOS

The molecule C5H9NOS in a non-equilibrium geometry (wB97M-V/def2-TZVPD, OMol25).

Last column: Löwdin charge in e.
Geometry (Å):
H (2.255200, 1.122982, 2.497270)  0.0772
S (0.027173, 0.094182, -2.006320)  0.6585
H (-0.770435, -0.304274, 2.280719)  0.1351
C (-1.503949, 0.168951, 0.324404)  -0.1217
H (3.483342, -0.132285, 2.902332)  0.0772
C (1.709139, -0.890732, 1.964192)  -0.2392
H (3.266503, 0.453151, 1.230582)  0.0693
C (-0.528958, -0.235449, 1.206431)  -0.1311
C (-1.349856, 0.333631, -1.084508)  -0.8410
H (-2.283225, 0.834900, -2.592174)  0.0629
H (-2.490604, 0.376056, 0.727197)  0.1036
C (2.754252, 0.210050, 2.152510)  -0.0798
H (1.174231, -1.099545, 2.876951)  0.1058
O (-2.490111, 0.728636, -1.675553)  -0.0058
H (2.183960, -1.814538, 1.651527)  0.1120
H (1.044374, -0.450345, -0.042017)  0.0372
N (0.734144, -0.548685, 0.942140)  -0.0203

Forces on the atoms, in the same order (eV/Å):
H 0.2 -0.1 0.1
S -0.2 0.1 0.1
H -0.1 0.0 -0.6
C -0.1 0.0 -0.2
H -0.1 0.3 -0.2
C 0.2 0.3 -0.8
H 0.1 -0.1 -0.2
C 0.1 0.1 0.3
C 0.2 -0.2 0.6
H 0.1 0.1 -1.2
H 0.2 0.0 -0.1
C -0.4 -0.2 0.7
H -0.1 0.0 0.4
O -0.1 -0.1 1.0
H 0.2 -0.2 0.0
H -0.3 -0.1 0.6
N 0.1 0.2 -0.6

Summary:
energy above the lowest of the compared OMol25 structures with the same formula, charge and spin	0.602	eV
net charge	0
spin multiplicity	1
F_max	0.0243	hartree/bohr
structure (SMILES)	CCN/C=C\C(O)=S

# 2
# C12H9FIN2NdO4

C12H9FIN2NdO4 as an isolated structure in a non-equilibrium geometry (wB97M-V/def2-TZVPD, OMol25).

Last column: Löwdin charge in e.
Geometry (Å):
F (3.160058, -3.946727, -0.016821)  0.0602
C (-0.076651, -2.626489, -0.891056)  -0.0490
C (-1.532280, 3.626445, -1.097344)  0.0287
O (0.954176, 0.404864, 0.792786)  -0.2298
H (-0.604159, -2.274516, -1.770277)  0.1157
H (1.726891, -3.084034, -1.968727)  0.1232
O (0.359841, 4.862609, -2.771511)  0.1172
C (-0.748153, -2.630293, 0.353204)  -0.4507
N (-2.121743, 2.783334, -0.241693)  0.0309
Nd (-0.920824, -0.199083, 1.659829)  1.3913
C (-0.046806, 2.322031, -0.139878)  -0.1476
H (-2.608531, -1.897912, -0.422745)  0.0337
C (1.183288, 1.585650, 0.296049)  -0.5279
H (2.217552, 3.361130, -0.910046)  0.0636
H (-2.082554, 4.345543, -1.676791)  0.1491
I (-0.456106, -0.219430, 4.565233)  -0.1354
O (2.072877, 4.006468, -1.647291)  0.1404
H (-2.709696, -2.605339, 1.221613)  0.0413
C (1.889991, -3.514106, 0.119776)  -0.2783
C (-0.013113, -3.057628, 1.466816)  -0.1284
C (1.305281, -3.514204, 1.358692)  0.0068
C (-2.082438, -2.037122, 0.524164)  -0.2966
C (-0.175119, 3.360830, -1.067424)  -0.0338
H (-0.485502, -3.070142, 2.452299)  0.0920
C (1.218672, -3.071755, -1.015387)  0.0050
H (1.857599, -3.852224, 2.222533)  0.1268
C (0.781295, 4.115739, -1.930466)  -0.4916
H (-3.098749, 2.727482, -0.004648)  0.1705
O (2.266507, 2.128422, 0.177073)  0.1107
N (-1.231616, 1.970468, 0.362046)  -0.0380

Forces on the atoms, in the same order (eV/Å):
F 0.0 0.0 0.0
C -0.1 0.1 0.1
C 0.1 -0.2 0.1
O 0.9 1.0 -0.6
H 0.0 0.0 0.0
H 0.0 0.0 0.0
O -0.1 -0.1 -0.2
C 0.0 0.0 -0.2
N 0.1 -0.1 0.2
Nd -0.6 -0.8 0.5
C 0.0 0.0 -0.1
H 0.0 0.0 0.1
C 0.1 -0.5 0.3
H 0.1 0.0 0.0
H 0.0 0.1 0.0
I -0.1 0.0 0.1
O -0.4 -0.1 -0.2
H 0.1 0.1 -0.1
C 0.1 0.0 -0.2
C 0.1 0.1 0.3
C -0.2 0.1 0.0
C -0.3 -0.1 0.0
C -0.4 0.2 -0.2
H 0.0 -0.1 -0.1
C 0.1 0.0 0.2
H 0.0 0.0 0.0
C 0.5 0.4 0.5
H 0.0 0.0 0.0
O 0.0 -0.2 0.0
N -0.1 0.1 -0.2

Summary:
energy above the lowest of the compared OMol25 structures with the same formula, charge and spin	0.000	eV
net charge	0
spin multiplicity	4
F_max	0.0292	hartree/bohr

# 3
# C4H7NO

The molecule C4H7NO (wB97M-V/def2-TZVPD, OMol25).

Last column: Löwdin charge in e.
Geometry (Å):
C (0.319117, 0.044946, -0.489270)  -0.3257
H (-2.122245, -0.812445, -0.576202)  0.1405
H (0.376691, -1.716760, 0.687519)  0.1475
H (1.684051, 0.492557, 1.196442)  0.1043
H (2.231054, 1.172755, -0.409187)  0.1001
C (0.052389, 1.437491, 0.017596)  -0.1055
O (-1.961998, -2.537395, 0.503931)  0.0138
H (-0.579338, 1.525678, 0.896084)  0.1058
H (0.412228, -0.079629, -1.567522)  0.1407
C (-1.518798, -1.507996, 0.038922)  -0.3582
H (-0.057703, 2.235158, -0.710953)  0.0990
C (1.405070, 0.815327, 0.197480)  -0.1111
N (-0.240519, -1.069686, 0.215161)  0.0490

Forces on the atoms, in the same order (eV/Å):
C 0.0 0.0 -0.1
H 0.0 -0.1 0.1
H 0.0 0.1 -0.1
H -0.1 0.0 -0.1
H -0.2 -0.1 0.1
C -0.1 0.1 0.0
O 0.1 0.3 -0.1
H 0.1 0.0 -0.1
H 0.0 0.0 0.2
C 0.0 -0.1 0.1
H 0.0 -0.2 0.1
C 0.2 0.0 0.0
N -0.1 -0.2 0.1

Summary:
energy above the lowest of the compared OMol25 structures with the same formula, charge and spin	1.256	eV
net charge	0
spin multiplicity	1
F_max	0.0073	hartree/bohr
structure (SMILES)	O=CNC1CC1